# 1
Here is a cluster of 14 separate species, C14H56N28O14 in total at a distorted geometry from OMol25. Energies are from ωB97M-V with the def2-TZVPD basis set.

Each line ends with the Löwdin charge.
Element x y z (Å)
C 3.9044 -2.2287 1.7946  -0.635
O 4.6857 -3.1907 1.6669  -0.002
N 4.0262 -1.0495 1.0525  0.150
N 2.6305 -2.3543 2.2929  0.148
H 3.7061 -0.1575 1.3885  0.068
H 4.9092 -1.1730 0.5666  0.102
H 2.3684 -3.2926 2.5475  0.108
H 2.1165 -1.5787 2.6784  0.063
C 0.9668 0.7724 0.2306  -0.611
O 1.8092 1.3330 0.9529  -0.029
N 0.9104 0.8794 -1.1452  0.184
N 0.0821 -0.1510 0.7055  0.200
H 0.4697 0.0985 -1.5978  0.094
H 1.6185 1.4949 -1.5080  0.065
H -0.7071 -0.3915 0.1420  0.084
H 0.1635 -0.5285 1.6424  0.081
C -1.5195 -0.0600 -5.1392  -0.633
O -2.0674 -1.0195 -5.6935  -0.002
N -1.7868 0.3793 -3.8765  0.175
N -0.4868 0.6471 -5.7336  0.157
H -2.6393 0.1167 -3.4211  0.095
H -1.0935 0.9674 -3.4496  0.039
H -0.1954 0.3503 -6.6453  0.112
H -0.1534 1.4391 -5.2112  0.040
C 0.7585 -1.3011 4.8375  -0.652
O -0.0858 -1.0923 3.9472  -0.029
N 1.7745 -0.4289 5.1394  0.160
N 0.7679 -2.4630 5.5529  0.180
H 2.4241 -0.5627 5.8946  0.099
H 1.6483 0.5805 4.9592  0.057
H 0.1270 -3.1433 5.1784  0.106
H 1.4972 -2.4793 6.2378  0.099
C -3.2424 -4.4227 0.5975  -0.617
O -4.1751 -4.6745 1.3709  -0.008
N -2.5158 -3.2264 0.6496  0.131
N -2.7111 -5.3008 -0.2978  0.168
H -3.0585 -2.4193 0.9140  0.098
H -1.7381 -3.2203 -0.0181  0.038
H -3.2046 -6.1671 -0.4191  0.108
H -1.9613 -5.0904 -0.9260  0.035
C 0.7372 -4.1525 -1.0767  -0.572
O -0.2986 -3.4753 -0.9269  -0.048
N 0.7843 -5.4465 -1.5871  0.173
N 1.9368 -3.8435 -0.4705  0.170
H -0.0943 -5.8212 -1.9058  0.093
H 1.6926 -5.8483 -1.6761  0.094
H 1.8738 -3.0181 0.1258  0.079
H 2.8327 -4.2808 -0.5598  0.102
C -2.3256 -4.1201 -3.9079  -0.580
O -2.4682 -5.0790 -3.1051  -0.031
N -1.4045 -3.1061 -3.6730  0.155
N -2.7999 -4.0685 -5.2095  0.153
H -0.7621 -3.1663 -2.8920  0.057
H -1.2618 -2.4087 -4.3860  0.046
H -3.3104 -4.8511 -5.5708  0.098
H -2.6554 -3.2315 -5.7471  0.065
C 3.3062 1.3671 -3.4748  -0.659
O 4.4343 1.1327 -3.0262  0.018
N 2.7038 2.5982 -3.4295  0.156
N 2.5312 0.3916 -4.0844  0.162
H 1.7438 2.6452 -3.7186  0.039
H 3.1779 3.4135 -3.1099  0.098
H 1.7108 0.6768 -4.5820  0.051
H 3.0132 -0.4709 -4.2603  0.108
C -0.1767 2.4625 4.5744  -0.595
O 0.8207 2.1779 5.2651  -0.026
N -1.2239 3.1467 5.1547  0.157
N -0.4608 2.0741 3.3002  0.199
H -2.0773 3.3270 4.6634  0.089
H -1.1404 3.4658 6.1006  0.103
H -1.3150 2.3638 2.8695  0.045
H 0.2501 1.5015 2.8730  0.070
C 3.7792 3.6018 3.1974  -0.609
O 3.8123 4.4636 4.0646  0.026
N 4.2117 3.9010 1.8705  0.098
N 2.8894 2.5392 3.1538  0.156
H 4.8659 3.2757 1.4061  0.082
H 4.5041 4.8750 1.9079  0.081
H 2.1873 2.4856 3.8749  0.041
H 2.6661 2.1221 2.2644  0.016
C -0.4035 3.8451 -4.0582  -0.580
O -0.3237 2.7250 -3.5113  -0.055
N 0.2919 4.9462 -3.6145  0.176
N -0.9351 4.0205 -5.3284  0.168
H 0.3230 5.6889 -4.2865  0.100
H 0.8708 4.9604 -2.7898  0.062
H -0.9755 4.9569 -5.6849  0.099
H -1.6814 3.3604 -5.4971  0.111
C -0.2158 5.0933 -0.2086  -0.591
O -1.0767 4.3868 0.3535  0.003
N -0.2421 6.4623 -0.3442  0.163
N 1.0016 4.5516 -0.5657  0.157
H 0.4866 7.0042 -0.7641  0.094
H -1.0366 6.9926 -0.0341  0.108
H 1.2085 3.5717 -0.4268  0.082
H 1.7749 5.0520 -0.9659  0.092
C -3.1116 -3.5799 4.7387  -0.698
O -2.9745 -3.2411 5.9057  -0.003
N -3.9634 -4.5692 4.3448  0.150
N -2.4352 -3.0073 3.6995  0.162
H -4.2835 -4.7888 3.4144  0.058
H -4.3724 -5.0125 5.1509  0.096
H -1.8633 -2.2115 3.9526  0.059
H -2.4787 -3.4097 2.7758  0.046
C -3.2409 1.2980 0.3931  -0.606
O -4.1370 0.5379 0.7587  0.033
N -2.3807 2.0575 1.1995  0.124
N -2.8123 1.3452 -0.9382  0.145
H -2.7887 2.3116 2.0882  0.094
H -1.8968 2.8213 0.7338  0.036
H -1.8534 1.6334 -1.0431  0.058
H -3.1880 0.6860 -1.5923  0.071

Cartesian forces (eV/Å) of the 3 atoms listed first:
C -0.81 -0.84 -1.75
O -1.19 1.76 0.38
N 1.59 -1.61 0.25

## Properties
**Lowest unoccupied orbital energy**: -0.765 eV
**Frontier orbital gap**: 7.73 eV
**Energy relative to the best compared isomer or geometry (same formula, charge and spin)**: 373.34 kJ/mol
**2S+1**: 1
**Strongest force on any atom**: 3.6 eV/A

# 2
Here is a structure of composition C14H5AgCl5NO6 at a distorted geometry from OMol25. Energies are from ωB97M-V with the def2-TZVPD basis set.

Each line ends with the Löwdin charge.
Element x y z (Å)
Ag 0.3662 -0.0545 -0.6805  0.764
O -4.3378 -2.3274 2.1372  0.131
C -3.6532 -2.3229 1.1932  -0.110
C -3.1243 0.6441 3.9290  -0.010
O -3.6281 0.0487 4.7422  0.034
C -1.4939 -1.2368 1.2872  -0.390
C -1.8077 -1.7578 -0.0348  -0.464
O -1.0458 -1.6810 -1.0457  -0.141
C -3.1001 -2.3849 -0.0765  -0.493
O -3.7370 -2.9091 -1.0624  -0.142
O -0.9932 1.3883 1.1671  -0.610
Cl 3.7421 -1.5207 5.1692  0.542
C 3.1540 -0.6394 3.7782  -0.743
C 1.8076 -0.6830 3.3684  -0.703
Cl 0.6855 -1.6962 4.3335  0.525
C 1.3202 0.0318 2.3352  -0.170
Cl -1.0619 0.0797 1.9301  0.918
C 2.1976 0.7455 1.4751  -0.539
O 1.8168 1.2475 0.3492  -0.247
C 3.5434 0.8571 1.9157  -0.624
Cl 4.6601 1.7797 0.9291  0.579
C 4.0035 0.1701 3.0404  -0.725
Cl 5.6727 0.3306 3.5276  0.568
C 0.1027 1.6184 -5.5806  -0.109
C -1.0941 0.9912 -4.8656  -0.231
C -1.0668 1.2543 -3.4283  -0.213
N -0.9993 1.4289 -2.2961  0.156
H 0.0773 1.3712 -6.6421  0.065
H 1.0363 1.2488 -5.1594  0.079
H 0.0933 2.7026 -5.4752  0.074
H -1.1002 -0.0926 -4.9928  0.118
H -2.0357 1.3678 -5.2675  0.109

Cartesian forces (eV/Å) of the 3 atoms listed first:
Ag 0.55 0.47 0.20
O 0.02 -0.31 -0.03
C 0.00 0.50 0.22

## Properties
**Lowest unoccupied orbital energy (alpha / beta)**: 4.171 / 4.171 eV
**Frontier orbital gap (alpha / beta)**: 4.77 / 4.77 eV
**Total charge**: -2
**Energy relative to the best compared isomer or geometry (same formula, charge and spin)**: 1122.13 kJ/mol
**2S+1**: 1
**Strongest force on any atom**: 1.6 eV/A

# 3
Here is a structure of composition C14H5F3O10Pt at a distorted geometry from OMol25. Energies are from ωB97M-V with the def2-TZVPD basis set.

Each line ends with the Mulliken spin population.
Element x y z (Å)
Pt -0.1606 -0.1453 0.9192  1.825
O 4.8154 -0.3407 4.7968  0.050
C 3.8726 -0.4166 4.0689  0.021
C 2.4001 -0.4747 4.5031  -0.092
O 2.0155 -0.5520 5.6359  0.126
C 1.6092 -0.4860 3.2470  0.219
C 2.5002 -0.5617 2.0989  0.211
O 2.0709 -0.6784 0.9378  0.322
C 3.9153 -0.4535 2.5347  -0.093
O 4.9178 -0.3841 1.8756  0.142
O 0.3775 -0.4072 3.1378  0.332
O -0.2455 0.2612 -1.5379  0.043
C -0.8999 -0.5841 -2.3871  0.032
C -0.4549 -0.7446 -3.6956  0.000
C -1.1397 -1.5609 -4.5741  0.019
C -2.2818 -2.2251 -4.1613  0.005
C -2.7268 -2.0918 -2.8542  -0.003
C -2.0264 -1.2876 -1.9753  0.052
C -2.5018 -1.2339 -0.4796  0.022
O -3.6583 -0.9451 -0.3218  0.043
O -1.5926 -1.6086 0.3075  0.440
H 0.5532 0.6011 -1.9671  -0.003
H 0.4332 -0.2144 -4.0069  0.001
H -0.7727 -1.6777 -5.5829  0.001
H -2.8300 -2.8431 -4.8532  0.000
H -3.6084 -2.6153 -2.5173  0.001
F -1.9781 4.3717 1.2709  0.001
C -0.7340 3.9973 0.9861  0.005
F -0.4456 4.4587 -0.2429  0.000
F 0.0793 4.6150 1.8418  0.002
C -0.5520 2.4579 1.0086  -0.017
O -1.5471 1.7588 0.7955  0.149
O 0.5974 2.0112 1.1927  0.144

Cartesian forces (eV/Å) of the 3 atoms listed first:
Pt -0.03 0.60 -0.39
O -0.06 -0.03 -0.06
C 0.06 0.12 0.09

## Properties
**Lowest unoccupied orbital energy (alpha / beta)**: -1.232 / -5.007 eV
**Frontier orbital gap (alpha / beta)**: 8.32 / 4.81 eV
**Energy relative to the best compared isomer or geometry (same formula, charge and spin)**: 152.18 kJ/mol
**2S+1**: 5
**Strongest force on any atom**: 5.4 eV/A
**⟨S²⟩**: 6.03

# 4
Here is a structure of composition C14H6Br2N4S2Se2Te2Ti from OMol25. Energies are from ωB97M-V with the def2-TZVPD basis set.

Each line ends with the Löwdin charge.
Element x y z (Å)
Ti -1.2254 -0.3739 0.0255  -0.071
Se 3.1716 0.0279 0.8747  -0.157
Te 2.3902 -2.5143 -2.2437  -0.162
Te 1.7009 -1.8367 0.2530  0.104
Se -2.9595 1.0032 -0.2721  0.047
S -1.6773 -1.9293 1.8488  0.524
C -2.1584 -2.9697 0.5457  -1.110
S -1.7999 -2.4673 -1.0696  0.538
C -2.8162 -4.1630 0.8013  -0.394
C -3.2495 -5.0246 -0.2469  -0.274
N -3.6143 -5.7492 -1.0669  0.121
C -3.1221 -4.5806 2.1278  -0.281
N -3.3678 -4.9448 3.1947  0.118
Br 2.8929 2.7717 -4.3322  0.701
C 1.7921 1.8213 -3.1154  -0.672
C 1.0400 0.7471 -3.5634  -0.139
C 0.2475 0.0928 -2.6461  -0.225
N 0.1609 0.4711 -1.3609  -0.094
C 0.9582 1.4750 -0.9204  -0.303
C 1.7815 2.1819 -1.7883  -0.074
C 0.8337 1.7718 0.5024  -0.352
C 1.3905 2.9188 1.1067  -0.107
C 1.1570 3.1231 2.4277  -0.682
Br 1.9124 4.6289 3.3018  0.701
C 0.3698 2.2276 3.1683  -0.105
C -0.2234 1.2036 2.4841  -0.134
N -0.0478 0.9948 1.1670  -0.091
H 1.0795 0.4039 -4.5854  0.103
H -0.3610 -0.7485 -2.9451  0.077
H 2.4267 2.9652 -1.4232  0.102
H 2.0201 3.5867 0.5405  0.103
H 0.1978 2.3617 4.2249  0.096
H -0.9008 0.5237 2.9846  0.091

Cartesian forces (eV/Å) of the 3 atoms listed first:
Ti -0.03 0.07 -0.14
Se -0.05 0.00 -0.01
Te -0.02 0.01 0.01

## Properties
**Lowest unoccupied orbital energy (alpha / beta)**: 3.610 / 3.610 eV
**Frontier orbital gap (alpha / beta)**: 4.80 / 4.80 eV
**Total charge**: -2
**Energy relative to the best compared isomer or geometry (same formula, charge and spin)**: 46.68 kJ/mol
**2S+1**: 1
**Strongest force on any atom**: 0.2 eV/A

# 5
Here is a structure of composition C14H6Cl5N7PtS2 at a distorted geometry from OMol25. Energies are from ωB97M-V with the def2-TZVPD basis set.

Each line ends with the Löwdin charge.
Element x y z (Å)
Pt 0.1507 0.0600 -0.1496  1.059
Cl -1.1690 2.9396 1.0658  0.692
C -1.8174 1.4501 1.6794  -0.715
C -1.3067 0.2511 1.1806  -0.456
C -1.8387 -0.9201 1.7319  -0.708
Cl -1.2362 -2.4529 1.1777  0.659
C -2.8398 -0.9074 2.6980  -0.711
Cl -3.4721 -2.3789 3.3244  0.685
C -3.3356 0.3121 3.1590  -0.710
Cl -4.5748 0.3454 4.3518  0.686
C -2.8196 1.4988 2.6504  -0.711
Cl -3.4148 3.0079 3.2197  0.693
N 3.4341 -1.0717 -0.4216  0.117
C 2.8510 -0.6882 -1.5675  -0.671
N 1.5960 -0.3083 -1.6575  -0.088
C 1.2425 0.0141 -2.9518  -0.332
C 2.2262 -0.1030 -3.8637  -0.328
S 3.6686 -0.6638 -3.0884  1.082
C -0.1669 0.3649 -3.1028  -0.316
C -0.8365 0.7073 -4.2171  -0.331
S -2.4885 1.0335 -3.8427  1.091
C -2.1856 0.6642 -2.1866  -0.662
N -0.9365 0.3317 -1.9357  -0.064
N -3.1700 0.6560 -1.2754  0.144
H 2.9614 -0.7862 0.4294  0.052
H 4.4320 -1.1759 -0.3869  0.104
H 2.1953 0.0740 -4.9242  0.079
H -0.4574 0.8206 -5.2176  0.083
H -4.0605 1.0630 -1.4973  0.110
H -2.9133 0.5864 -0.3006  0.068
N 2.5018 4.9278 1.7527  0.104
C 2.2970 3.8210 2.0123  -0.391
N 2.0790 2.5788 2.4023  0.092
C 1.8378 1.5818 1.6912  -0.352
N 1.6709 0.5554 1.1216  -0.053

Cartesian forces (eV/Å) of the 3 atoms listed first:
Pt 0.55 0.79 -1.59
Cl -0.08 -0.05 -0.04
C 0.11 0.08 -0.06

## Properties
**Lowest unoccupied orbital energy**: -0.212 eV
**Frontier orbital gap**: 8.48 eV
**Energy relative to the best compared isomer or geometry (same formula, charge and spin)**: 35.16 kJ/mol
**2S+1**: 1
**Strongest force on any atom**: 1.9 eV/A

# 6
Here is a structure of composition C14H7AlCl5NO4 from OMol25. Energies are from ωB97M-V with the def2-TZVPD basis set.

Each line ends with the Löwdin charge.
Element x y z (Å)
Al -1.1828 0.8110 -0.0670  0.159
O -1.1695 4.2861 -1.4174  0.148
C -1.2653 3.2600 -0.8180  -0.458
O -1.1290 2.0375 -1.3409  -0.002
C -1.4837 3.2195 0.7487  -0.455
O -1.6568 4.2057 1.3952  0.149
O -1.4479 1.9723 1.2325  -0.001
Cl -3.9947 0.7164 -0.5394  0.800
C -3.3771 -0.8947 -0.2842  -0.640
C -1.9980 -1.0031 -0.0874  -0.180
C -1.5181 -2.2882 0.1369  -0.652
Cl 0.1815 -2.5505 0.4153  0.711
C -2.3599 -3.4038 0.1449  -0.699
Cl -1.7261 -4.9797 0.4107  0.690
C -3.7285 -3.2414 -0.0676  -0.694
Cl -4.7747 -4.6015 -0.0688  0.707
C -4.2517 -1.9695 -0.2825  -0.701
Cl -5.9327 -1.7338 -0.5424  0.707
C 5.0624 0.3468 0.0703  -0.028
C 3.5589 0.4010 0.0708  -0.233
C 2.8196 0.1020 -1.0693  0.006
C 1.4470 0.1865 -1.0323  -0.090
N 0.7822 0.5422 0.0808  0.020
C 1.4838 0.8405 1.1841  -0.056
C 2.8579 0.7736 1.2140  0.008
H 5.4464 -0.1247 -0.8327  0.081
H 5.4302 -0.2058 0.9358  0.090
H 5.4745 1.3560 0.1288  0.095
H 3.3126 -0.1916 -1.9876  0.125
H 0.8495 -0.0338 -1.9092  0.134
H 0.9073 1.1458 2.0487  0.134
H 3.3827 1.0193 2.1293  0.128

Cartesian forces (eV/Å) of the 3 atoms listed first:
Al 0.53 -0.17 0.16
O -0.12 0.05 -0.10
C 0.28 -0.17 0.24

## Properties
**Lowest unoccupied orbital energy**: -0.587 eV
**Frontier orbital gap**: 8.91 eV
**Energy relative to the best compared isomer or geometry (same formula, charge and spin)**: 16.49 kJ/mol
**2S+1**: 1
**Strongest force on any atom**: 0.6 eV/A